Record 1
{
  "formula": "C3H3Cl2NO",
  "method": "ωB97M-V/def2-TZVPD",
  "de_lowest_ev": 4.070,
  "lumo_ev": [-3.07, -3.20],
  "orbital_gap_ev": [7.33, 7.21],
  "symbols": ["C", "C", "C", "N", "O", "Cl", "Cl", "H", "H", "H"],
  "xyz": [[-0.23101, 0.66104, 0.85925], [0.68143, 0.23559, -0.23236], [2.01507, 0.53763, 0.28879], [0.10987, 1.31885, 1.81704], [2.20167, 1.42638, 1.08011], [2.58356, -1.17854, 0.79840], [3.01060, 0.78415, -1.33248], [-1.21755, 0.40135, 0.86880], [0.64351, -0.85203, -0.50657], [0.30025, 0.83511, -1.19920]],
  "atomic_forces_ev_per_a": [[2.366, -0.119, -0.333], [-3.086, -0.185, -3.662], [2.296, -2.498, -3.023], [1.917, 1.040, 0.621], [-1.612, 2.606, 3.178], [0.588, -0.340, 0.733], [-0.063, 0.162, 0.198], [-3.033, -0.796, -0.087], [-0.522, 1.174, 0.283], [1.147, -1.046, 2.091]]
}

Record 2
{
  "formula": "C2H7CaO3",
  "method": "ωB97M-V/def2-TZVPD",
  "multiplicity": 2,
  "de_lowest_ev": 0.000,
  "lumo_ev": [-0.08, -0.43],
  "orbital_gap_ev": [5.82, 8.53],
  "symbols": ["O", "H", "C", "O", "C", "H", "H", "H", "H", "H", "Ca", "O", "H"],
  "xyz": [[-0.14000, -0.12653, -1.26407], [1.41267, -1.29748, -0.54187], [-0.21373, 0.73561, 1.53623], [0.29937, 1.42383, 0.42057], [-0.37567, 1.14143, -0.78440], [-0.08201, -0.35415, 1.43214], [0.33023, 1.07982, 2.42303], [-1.29081, 0.94563, 1.66359], [-0.02426, 1.91941, -1.48303], [-1.46021, 1.30420, -0.61221], [-1.56616, -1.59039, -2.34313], [1.56248, -2.42430, -0.67391], [1.54809, -2.75710, 0.22704]],
  "atomic_forces_ev_per_a": [[-0.994, -0.856, -0.512], [0.167, -4.533, -0.784], [-0.080, -0.210, -0.019], [0.147, 0.080, 0.166], [-0.077, -0.077, -0.395], [-0.046, 0.226, 0.067], [-0.136, -0.065, -0.223], [0.209, -0.044, 0.022], [0.023, -0.156, 0.152], [0.015, 0.065, 0.072], [1.412, 0.973, 0.956], [-0.677, 4.588, 0.349], [0.036, 0.009, 0.147]]
}

Record 3
{
  "formula": "C39H34As2IMgNO8S4",
  "method": "ωB97M-V/def2-TZVPD",
  "charge": -2,
  "de_lowest_ev": 1.194,
  "lumo_ev": [3.76, 3.76],
  "orbital_gap_ev": [5.13, 5.26],
  "symbols": ["Mg", "S", "S", "S", "S", "C", "C", "C", "C", "C", "C", "C", "C", "C", "C", "C", "C", "C", "C", "C", "N", "H", "H", "H", "H", "H", "H", "H", "H", "H", "H", "I", "C", "C", "C", "C", "C", "C", "C", "C", "C", "C", "H", "H", "H", "H", "H", "H", "C", "O", "C", "O", "C", "C", "As", "C", "C", "C", "As", "C", "C", "O", "O", "C", "C", "O", "O", "C", "C", "O", "O", "C", "H", "H", "H", "H", "H", "H", "H", "H", "H", "H", "H", "H", "H", "H", "H", "H", "H", "H"],
  "xyz": [[0.86508, -1.86941, -0.89407], [-0.91326, -4.35770, -0.89841], [-2.37151, -4.61963, -2.19213], [0.13329, -6.54507, -3.08815], [0.67171, -5.66763, -1.43978], [1.67873, -3.70431, 3.16091], [2.41739, -2.68192, 3.74866], [2.69351, -1.54130, 3.01686], [2.22909, -1.42024, 1.70115], [1.44737, -2.41708, 1.08735], [1.20297, -3.55773, 1.86585], [2.56957, -0.20096, 0.90567], [3.46443, 0.79099, 1.41750], [3.78074, 1.87694, 0.67859], [3.22232, 2.03573, -0.61390], [3.50837, 3.13878, -1.44887], [2.94804, 3.23132, -2.69102], [2.07317, 2.21771, -3.14012], [1.77903, 1.14586, -2.34688], [2.35289, 1.02610, -1.06076], [2.04344, -0.06759, -0.29626], [1.45978, -4.60545, 3.72422], [2.77064, -2.77125, 4.76953], [3.24844, -0.74809, 3.50026], [0.60085, -4.36348, 1.45556], [3.88622, 0.67033, 2.40192], [4.45871, 2.63282, 1.06228], [4.18017, 3.90825, -1.08392], [3.16881, 4.07810, -3.32883], [1.63013, 2.28491, -4.12606], [1.10140, 0.37565, -2.69311], [-0.56963, -1.70653, -3.68668], [1.20066, -2.38433, -4.57445], [1.19372, -2.47331, -5.93673], [2.33224, -2.97176, -6.60800], [3.41939, -3.36833, -5.88955], [3.43470, -3.27486, -4.47487], [4.57218, -3.69535, -3.74525], [4.58667, -3.57988, -2.38692], [3.47333, -3.03488, -1.70813], [2.31723, -2.61695, -2.33820], [2.31396, -2.75298, -3.76329], [0.31571, -2.18540, -6.49854], [2.32585, -3.04285, -7.68929], [4.29404, -3.77268, -6.38877], [5.41556, -4.11338, -4.28547], [5.45352, -3.91122, -1.82358], [3.54025, -2.96456, -0.62378], [-1.98723, 1.57728, -3.47481], [-1.96498, 0.94648, -2.20783], [-3.19755, 0.85123, -1.58881], [-4.20181, 1.21262, -2.17880], [-3.13451, 0.22189, -0.29513], [-4.20089, 0.45965, 0.62037], [-4.27872, 2.38200, 0.80062], [-5.50200, 2.83279, 2.28129], [-2.55923, 2.45200, 1.82989], [-1.47569, 1.72514, 1.58663], [-1.36473, 0.03550, 0.48217], [-1.66625, -1.11798, 2.03783], [-0.17546, 2.01771, 2.25486], [0.69480, 1.20141, 2.43571], [0.00697, 3.32586, 2.55209], [1.22946, 3.60807, 3.22474], [-2.59281, 3.48080, 2.91009], [-2.53065, 3.26161, 4.09336], [-2.86397, 4.70543, 2.40550], [-3.08650, 5.71850, 3.37793], [-4.58612, -0.49713, 1.62479], [-4.59800, -1.70644, 1.49948], [-4.98238, 0.07474, 2.81755], [-5.36843, -0.86487, 3.80542], [-0.94485, 1.76204, -3.72900], [-2.54500, 2.51256, -3.43680], [-2.44101, 0.93266, -4.22968], [-6.37448, 2.19134, 2.17775], [-5.79696, 3.87584, 2.15968], [-5.07100, 2.66822, 3.26665], [-2.38018, -0.67718, 2.73229], [-0.70220, -1.24999, 2.52641], [-2.03972, -2.07829, 1.68378], [1.19049, 4.66443, 3.47973], [2.08124, 3.40419, 2.57565], [1.32573, 3.00266, 4.12488], [-3.57054, 6.53741, 2.85125], [-2.13858, 6.05607, 3.79996], [-3.71971, 5.35550, 4.18575], [-5.57409, -0.28278, 4.70284], [-4.57430, -1.58609, 3.99826], [-6.25903, -1.41831, 3.50315]],
  "atomic_forces_ev_per_a": [[0.182, -0.310, -0.189], [-0.179, 0.196, 0.072], [-0.019, 0.015, 0.054], [0.071, -0.091, -0.037], [0.103, -0.024, -0.062], [0.005, 0.046, 0.019], [-0.009, -0.022, -0.044], [-0.042, -0.044, 0.010], [0.074, 0.125, -0.111], [-0.022, 0.067, 0.221], [-0.031, 0.017, -0.027], [-0.007, -0.112, 0.041], [0.010, -0.104, 0.004], [0.028, 0.045, -0.044], [0.060, 0.082, 0.023], [0.006, -0.019, 0.047], [-0.069, -0.061, -0.053], [0.056, 0.088, -0.014], [-0.030, -0.055, 0.043], [-0.130, -0.114, -0.005], [0.155, 0.115, 0.085], [-0.002, -0.007, -0.003], [-0.003, -0.001, 0.006], [0.011, 0.003, 0.007], [0.011, 0.013, -0.005], [0.005, -0.004, -0.001], [0.003, 0.001, -0.010], [0.003, -0.003, 0.006], [-0.003, -0.005, -0.010], [-0.001, 0.020, -0.001], [0.028, 0.005, 0.013], [0.015, 0.022, 0.120], [-0.101, 0.028, 0.024], [0.133, -0.088, -0.040], [-0.064, 0.052, 0.004], [0.002, -0.024, 0.038], [0.049, 0.018, 0.008], [-0.023, -0.005, -0.030], [-0.028, 0.021, 0.027], [0.018, 0.018, 0.018], [0.004, 0.107, -0.153], [0.005, -0.034, -0.022], [-0.003, 0.003, -0.010], [-0.006, -0.016, -0.002], [0.005, 0.008, -0.002], [0.002, 0.009, -0.005], [-0.001, 0.010, 0.008], [0.000, -0.011, -0.006], [0.030, 0.026, -0.041], [-0.037, 0.165, 0.144], [-0.033, -0.455, -0.225], [-0.033, 0.161, 0.032], [0.130, 0.191, 0.216], [-0.046, 0.249, 0.210], [0.104, -0.154, -0.092], [-0.051, 0.005, 0.071], [-0.252, 0.337, 0.153], [0.625, -0.237, 0.041], [-0.329, -0.188, -0.120], [0.000, -0.027, 0.023], [-0.192, -0.052, -0.405], [-0.086, -0.035, 0.242], [-0.027, -0.001, 0.082], [0.017, 0.047, -0.022], [-0.100, -0.175, -0.281], [0.051, 0.033, 0.064], [-0.037, 0.028, 0.042], [0.024, 0.086, -0.013], [0.131, -0.043, -0.136], [-0.053, 0.013, -0.011], [-0.050, -0.013, -0.031], [-0.025, 0.052, 0.048], [-0.010, -0.004, -0.045], [0.005, 0.032, 0.017], [-0.019, 0.012, -0.002], [-0.054, 0.024, 0.011], [-0.009, 0.002, 0.041], [-0.018, -0.032, -0.001], [0.041, -0.008, -0.015], [0.017, 0.018, -0.003], [0.030, 0.013, 0.007], [0.002, 0.009, -0.003], [-0.004, -0.013, -0.016], [-0.020, -0.011, 0.028], [0.015, 0.016, -0.003], [0.006, -0.017, 0.021], [-0.021, -0.021, -0.019], [-0.010, -0.010, 0.006], [0.031, 0.000, -0.003], [-0.013, -0.007, -0.026]]
}